Entry 1:
Computed, not measured: a structure of composition C19H34BeBrClFIKLiNO6 in a non-equilibrium geometry, with ωB97M-V with the def2-TZVPD basis set.

Output
HOMO energy ... -6.049 eV
Lowest unoccupied orbital energy ... -5.2 eV
HOMO-LUMO gap ... 0.877 eV
Total charge ... +1
DFT total energy ... -5303.592317 Eh

XYZ file:
```
67
C19H34BeBrClFIKLiNO6 | the OMol25 dataset | ωB97M-V with the def2-TZVPD basis set
C 3.285 0.615 -0.596
C 2.251 -0.509 -1.018
C 0.881 -0.353 -0.129
C 0.560 -1.671 0.739
C -0.759 -2.435 0.354
N -1.854 -1.594 -0.140
C -2.985 -2.269 -0.720
O -3.083 -3.530 -0.987
C -3.948 -1.133 -0.946
C -5.102 -0.987 -1.840
C -5.841 0.286 -1.805
C -5.396 1.441 -0.884
C -4.215 1.291 -0.005
C -3.742 2.418 0.932
C -2.778 3.460 0.259
C -1.245 3.158 0.518
I -3.040 3.680 -1.892
C -3.534 -0.007 -0.049
C -2.326 -0.563 0.721
O -1.926 -0.227 1.830
H 3.995 0.193 0.174
H 2.782 1.487 -0.116
H 3.876 0.955 -1.482
H 1.975 -0.354 -2.092
H 2.657 -1.571 -0.932
H 1.014 0.503 0.588
H 0.083 -0.065 -0.852
H 0.492 -1.329 1.861
H 1.431 -2.434 0.680
H -0.496 -3.262 -0.347
H -1.126 -2.926 1.309
H -5.410 -1.828 -2.493
H -6.773 0.475 -2.495
H -5.912 2.417 -0.812
H -4.601 2.930 1.450
H -3.157 1.930 1.766
H -2.977 4.476 0.713
H -0.660 3.844 -0.157
H -1.034 2.120 0.133
H -0.970 3.289 1.595
O -4.738 -0.465 3.051
H -3.792 -0.477 2.890
O -4.388 6.677 -0.666
H -3.896 5.964 -1.180
H -3.772 7.327 -0.273
H -4.977 6.283 0.013
Be -5.402 -2.164 1.951
O 1.652 2.388 1.967
H 1.719 2.969 2.734
H 0.702 2.322 1.806
Br -2.148 -4.123 -2.562
Cl -7.663 1.988 -1.856
K 2.550 -1.894 1.811
F -6.545 0.614 -4.385
C 7.048 -2.763 -0.941
C 7.480 -2.424 0.483
C 8.729 -3.201 0.885
O 6.422 -2.729 1.387
H 6.801 -3.833 -1.033
H 6.148 -2.211 -1.211
H 7.837 -2.520 -1.664
H 7.673 -1.353 0.562
H 8.543 -4.285 0.858
H 9.021 -2.960 1.906
H 9.570 -2.971 0.217
H 6.241 -3.676 1.328
Li 8.794 -4.403 -0.912
```

Mulliken atomic charge list, values in e, 4 entries: -0.726, -0.698, 0.777, -1.339


Entry 2:
Computed, not measured: a cluster of 2 separate species, C5H14ClN2O in total in a non-equilibrium geometry, with ωB97M-V with the def2-TZVPD basis set.

Output
HOMO energy ... -13.765 eV
Lowest unoccupied orbital energy ... -3.7 eV
HOMO-LUMO gap ... 10.075 eV
Total charge ... +1
DFT total energy ... -843.560045 Eh

XYZ file:
```
23
C5H14ClN2O | the OMol25 dataset | ωB97M-V with the def2-TZVPD basis set
C 1.934 1.144 -1.659
N 0.910 1.703 -0.762
C 1.244 3.001 -0.128
C -0.308 1.170 -0.728
Cl -1.605 2.079 -0.043
H 2.878 1.668 -1.482
H 2.051 0.077 -1.452
H 1.649 1.274 -2.711
H 2.312 3.169 -0.279
H 0.689 3.832 -0.581
H 1.031 2.975 0.945
H -0.547 0.522 -1.578
O -0.839 -3.416 0.278
C -1.323 -2.759 1.472
C -0.782 -1.337 1.386
N -1.060 -0.692 0.079
H -1.060 -4.361 0.326
H -2.433 -2.763 1.509
H -0.905 -3.239 2.373
H -1.256 -0.732 2.163
H 0.310 -1.330 1.466
H -0.822 -1.408 -0.615
H -2.066 -0.577 0.021
```

Mulliken atomic charge list, values in e, 4 entries: -0.856, 0.131, -0.927, 0.093


Entry 3:
Computed, not measured: a cluster of 10 separate species, C41H62BN9O in total in a non-equilibrium geometry, with ωB97M-V with the def2-TZVPD basis set.

Output
HOMO energy ... -7.665 eV
Lowest unoccupied orbital energy ... -3.2 eV
HOMO-LUMO gap ... 4.474 eV
Total charge ... 0
DFT total energy ... -2191.413806 Eh

XYZ file:
```
114
C41H62BN9O | the OMol25 dataset | ωB97M-V with the def2-TZVPD basis set
C 0.596 0.422 -1.848
C 0.586 0.270 -0.356
C -0.465 1.156 0.250
C -0.717 0.904 1.793
C -1.073 -0.532 2.042
C -0.126 -1.524 1.477
N 0.353 -1.071 0.099
O 0.854 -2.037 -0.646
C -0.848 -2.897 1.324
C 1.113 -1.709 2.421
C 1.977 0.810 0.232
H 0.819 1.476 -1.984
H -0.362 0.257 -2.221
H 1.263 -0.095 -2.344
H -1.452 0.920 -0.306
H 0.002 2.188 -0.094
H -1.717 1.398 2.113
H 0.158 1.247 2.370
H -2.094 -0.710 1.644
H -1.245 -0.555 3.209
H -0.301 -3.931 1.396
H -1.693 -3.131 0.512
H -1.270 -2.933 2.237
H 0.945 -2.230 3.205
H 1.451 -0.772 2.804
H 1.937 -2.304 1.828
H 2.315 1.936 -0.184
H 2.783 0.188 -0.320
H 2.225 0.680 1.302
B -3.054 -1.370 -1.890
H -3.110 -0.248 -2.377
H -3.822 -2.006 -2.595
H -2.045 -1.930 -1.989
H -3.393 -1.245 -0.814
N 1.023 2.518 -5.714
C 1.183 3.929 -5.822
C 2.457 4.160 -4.999
C 2.931 2.905 -4.437
C 1.969 1.884 -5.016
H 0.231 2.069 -6.200
H 0.448 4.609 -6.327
H 3.027 5.086 -4.617
H 3.653 2.827 -3.783
H 1.815 0.826 -4.939
N 0.153 0.346 6.364
C -1.192 0.144 6.287
C -1.730 1.222 5.369
C -0.512 1.994 4.895
C 0.603 1.423 5.600
H 0.696 -0.160 7.003
H -1.756 -0.659 6.811
H -2.689 1.150 4.922
H -0.433 2.635 4.001
H 1.630 1.745 5.724
N 4.625 -2.582 -0.537
C 5.192 -2.072 -1.783
C 6.034 -0.769 -1.607
C 5.847 -0.439 -0.170
C 4.799 -1.650 0.477
H 3.861 -3.294 -0.679
H 5.141 -2.518 -2.812
H 6.600 -0.157 -2.306
H 6.460 0.323 0.508
H 4.504 -1.822 1.448
N -0.291 3.930 -2.856
C -1.490 3.387 -2.663
C -2.067 4.030 -1.519
C -0.977 4.976 -1.065
C 0.192 4.810 -1.866
H 0.118 3.564 -3.869
H -1.932 2.676 -3.308
H -2.929 4.106 -1.095
H -1.064 5.503 -0.154
H 1.135 5.310 -1.898
N -2.184 0.386 -5.046
C -2.423 1.571 -5.724
C -1.655 1.608 -7.095
C -1.000 0.311 -7.072
C -1.346 -0.460 -5.758
H -2.628 0.276 -4.170
H -3.164 2.317 -5.314
H -1.732 2.264 -7.883
H -0.589 -0.163 -7.857
H -1.013 -1.375 -5.406
N 3.692 5.265 1.497
C 2.251 5.314 1.880
C 2.181 4.048 2.785
C 3.439 3.248 2.539
C 4.384 4.180 1.777
H 4.008 5.831 0.947
H 1.611 6.040 1.561
H 1.092 3.789 3.431
H 3.500 2.158 2.737
H 5.300 3.987 1.383
N -5.415 -5.806 0.143
C -5.903 -5.949 1.380
C -5.225 -4.771 2.142
C -4.272 -4.131 1.098
C -4.504 -4.829 -0.127
H -5.749 -6.451 -0.575
H -6.559 -6.739 1.710
H -5.274 -4.542 3.213
H -3.472 -3.269 1.232
H -4.352 -4.671 -1.400
N -1.226 -5.740 3.608
C 0.021 -5.299 4.072
C -0.245 -4.118 4.872
C -1.651 -3.745 4.586
C -2.341 -4.905 3.896
H -1.384 -6.608 3.080
H 0.952 -5.968 4.103
H 0.346 -3.477 5.573
H -2.087 -2.892 4.938
H -3.245 -5.276 3.590
```

Mulliken atomic charge list, values in e, 4 entries: -2.426, 0.734, -0.257, -0.679


Entry 4:
Computed, not measured: a cluster of 10 separate species, H20O10 in total in a non-equilibrium geometry, with ωB97M-V with the def2-TZVPD basis set.

Output
HOMO energy (spin up / spin down) ... -14.635 / -13.457 eV
Multiplicity ... 2
Lowest unoccupied orbital energy (spin up / spin down) ... -3.2 / -11.2 eV
HOMO-LUMO gap (spin up / spin down) ... 11.417 / 2.222 eV
Total charge ... +1
DFT total energy ... -763.968588 Eh

XYZ file:
```
30
H20O10 | the OMol25 dataset | ωB97M-V with the def2-TZVPD basis set
O 27.688 8.377 -9.801
H 28.568 8.087 -10.042
H 27.102 7.796 -10.287
O 25.320 7.057 -5.110
H 24.747 7.823 -5.112
H 26.011 7.271 -5.736
O 23.508 5.587 -6.189
H 24.169 6.228 -5.927
H 22.776 5.739 -5.592
O 28.029 11.006 -9.991
H 27.909 10.058 -9.927
H 27.982 11.315 -9.086
O 28.232 10.001 -6.322
H 27.665 9.986 -5.551
H 27.837 9.370 -6.923
O 22.386 7.694 -8.485
H 22.032 6.906 -8.072
H 21.789 7.873 -9.212
O 26.530 5.766 -7.713
H 26.540 5.202 -6.940
H 27.436 5.769 -8.021
O 23.584 4.979 -8.926
H 23.867 5.697 -8.361
H 22.908 4.528 -8.420
O 22.940 10.754 -8.251
H 23.819 10.611 -7.902
H 22.609 9.875 -8.436
O 25.617 8.948 -8.042
H 26.344 8.547 -8.520
H 25.013 8.226 -7.874
```

Mulliken atomic charge list, values in e, 4 entries: -0.739, 0.326, 0.293, -0.664


Entry 5:
Computed, not measured: the molecule C2H5NOS2 in a non-equilibrium geometry, with ωB97M-V with the def2-TZVPD basis set.

Output
SMILES ... CSC(=S)NO
HOMO energy ... -8.926 eV
Lowest unoccupied orbital energy ... 0.7 eV
HOMO-LUMO gap ... 9.580 eV
Total charge ... 0
DFT total energy ... -1005.516288 Eh

XYZ file:
```
11
C2H5NOS2 | the OMol25 dataset | ωB97M-V with the def2-TZVPD basis set
C -2.122 0.426 0.064
S -0.975 -0.933 -0.178
C 0.594 -0.114 -0.071
S 0.843 1.528 -0.103
N 1.648 -0.955 0.061
O 2.940 -0.521 -0.056
H -3.124 -0.084 0.066
H -2.038 0.966 1.036
H -2.071 1.155 -0.756
H 1.506 -1.928 0.147
H 2.798 0.460 -0.210
```

Mulliken atomic charge list, values in e, 4 entries: -0.856, -0.076, 0.473, -0.492